The following is a DFT calculation (ωB97M-V/def2-TZVPD) of the molecule H5N2P in a non-equilibrium geometry.

Structure (ORCA input):
```
! RIJCOSX wB97M-V def2-TZVPD def2/J DEFGRID3
* xyz 0 1
P -0.35721 -1.41128 -0.07415
H 1.31467 0.94600 0.73076
H 0.26804 -1.44273 1.40007
H -0.78122 0.82958 0.23924
N 1.18055 0.78538 -0.28780
H 1.11639 1.67721 -0.76749
H -1.57162 -1.34325 0.45498
N -0.23301 0.39904 -0.40667
*
```

E = -12347.820 eV
HOMO level = -9.37 eV
Gap between HOMO and LUMO = 10.39 eV
Energy above the lowest of the compared OMol25 structures with the same formula, charge and spin = 2.0196 eV
SMILES = NNP



The following is a DFT calculation (ωB97M-V/def2-TZVPD) of the molecule H5N3S in a non-equilibrium geometry.

Structure (ORCA input):
```
! RIJCOSX wB97M-V def2-TZVPD def2/J DEFGRID3
* xyz 0 1
H 1.37044 1.10549 1.20350
N 1.10255 1.20091 0.17896
H 0.13212 -1.87297 -0.15352
N -0.79268 -1.48338 -0.19733
H -0.67753 2.03026 0.23294
H 1.51187 0.45756 -0.36838
S -1.06859 -0.19227 0.62187
H -1.12709 -1.43932 -1.12761
N -0.29942 1.12883 -0.17572
*
```

E = -15384.737 eV
HOMO level = -8.41 eV
Gap between HOMO and LUMO = 9.25 eV
Energy above the lowest of the compared OMol25 structures with the same formula, charge and spin = 0.3926 eV
SMILES = NNSN



The following is a DFT calculation (ωB97M-V/def2-TZVPD) of the ion H5N4O4P2 with charge -1 in a non-equilibrium geometry.

Structure (ORCA input):
```
! RIJCOSX wB97M-V def2-TZVPD def2/J DEFGRID3
* xyz -1 1
O 2.05955 -0.09145 -1.81787
H -1.72297 2.05267 -0.44551
H -2.42400 -1.88533 0.21503
N 1.48057 0.74026 0.52858
N 0.17524 0.92181 0.56778
H 1.11793 -0.10658 -1.94425
N -1.76492 -0.42342 1.00123
O -1.93830 1.21074 -0.84860
H -1.35526 0.03353 1.85004
O 3.81591 -0.18534 0.05571
P -0.88600 0.10504 -0.28234
O -0.65247 -0.93621 -1.29173
N -2.14871 -1.69842 1.10684
P 2.42087 -0.51320 -0.25981
H 1.82256 0.77587 1.56489
*
```

E = -32810.535 eV
HOMO level (alpha / beta) = -3.66 / -3.59 eV
Gap between HOMO and LUMO (alpha / beta) = 7.21 / 6.51 eV
Energy above the lowest of the compared OMol25 structures with the same formula, charge and spin = 1.7117 eV



The following is a DFT calculation (ωB97M-V/def2-TZVPD) of a cluster of 2 separate species, H5NO2Si in total in a non-equilibrium geometry.

Structure (ORCA input):
```
! RIJCOSX wB97M-V def2-TZVPD def2/J DEFGRID3
* xyz 0 1
H -2.40199 0.24693 0.29025
O -0.41885 0.28293 -0.65581
Si 1.02915 0.47140 -0.31630
N 2.07209 -0.94571 -0.06442
H -3.94293 0.66938 0.75965
O -3.05774 0.30389 1.01652
H 3.05548 -0.74179 -0.14934
H 1.65004 -1.89531 -0.17236
H 2.01474 1.60829 -0.70820
*
```

E = -13544.328 eV
HOMO level = -10.56 eV
Gap between HOMO and LUMO = 10.29 eV
Energy above the lowest of the compared OMol25 structures with the same formula, charge and spin = 2.8933 eV
SMILES = N[SiH]=O.O



The following is a DFT calculation (ωB97M-V/def2-TZVPD) of a cluster of 2 separate species, H5NOS2Si in total in a non-equilibrium geometry.

Structure (ORCA input):
```
! RIJCOSX wB97M-V def2-TZVPD def2/J DEFGRID3
* xyz 0 1
Si 1.22505 -0.70933 0.51578
H -0.27851 2.68884 0.15336
N 0.23060 -1.64911 -0.30379
H -0.70226 0.92816 -0.37745
S -1.40115 1.90518 0.05350
H -0.35085 -2.17672 0.33398
H 1.77651 -0.42483 1.73683
O 2.31995 0.36304 -0.04550
S 2.74566 0.81801 -1.68721
H 4.02860 1.36859 -1.47911
*
```

E = -33165.176 eV
HOMO level = -9.63 eV
Gap between HOMO and LUMO = 9.68 eV
Energy above the lowest of the compared OMol25 structures with the same formula, charge and spin = 3.0264 eV
SMILES = [H]/N=[SiH]/OS.S



The following is a DFT calculation (ωB97M-V/def2-TZVPD) of a cluster of 2 separate species, H5NS in total in a non-equilibrium geometry.

Structure (ORCA input):
```
! RIJCOSX wB97M-V def2-TZVPD def2/J DEFGRID3
* xyz 0 1
H -0.27443 -0.63142 1.37799
H -1.77708 -1.16193 1.18006
S 2.61368 2.15801 -1.08307
H -1.12915 0.09368 0.13650
H -0.63153 -1.52081 0.05075
N -0.99121 -0.77936 0.66007
H 2.18973 1.84184 -2.32231
*
```

E = -12403.194 eV
HOMO level = -5.58 eV
Gap between HOMO and LUMO = 3.88 eV
Energy above the lowest of the compared OMol25 structures with the same formula, charge and spin = 3.2500 eV



The following is a DFT calculation (ωB97M-V/def2-TZVPD) of a cluster of 3 separate species, H5O2S in total in a non-equilibrium geometry.

Structure (ORCA input):
```
! RIJCOSX wB97M-V def2-TZVPD def2/J DEFGRID3
* xyz -2 2
O -0.05102 1.04807 -2.14990
H 0.08768 1.88189 -1.64738
H 1.12608 -1.54339 0.72663
S -0.89644 2.13298 1.50957
H -1.74821 1.14871 1.36171
H 0.42232 0.40527 -1.62570
O 1.04117 -2.52385 0.80836
H 0.01842 -2.54967 1.01672
*
```

E = -15008.248 eV
HOMO level (alpha / beta) = 3.99 / 0.10 eV
Gap between HOMO and LUMO (alpha / beta) = 3.05 / 6.89 eV
Energy above the lowest of the compared OMol25 structures with the same formula, charge and spin = 0.8547 eV



The following is a DFT calculation (ωB97M-V/def2-TZVPD) of a cluster of 3 separate species, H5O3 in total.

Structure (ORCA input):
```
! RIJCOSX wB97M-V def2-TZVPD def2/J DEFGRID3
* xyz -1 1
H -0.11511 -1.27260 -0.83056
H 0.76571 2.50331 1.55912
H 1.03191 -0.49680 0.71988
H -1.27337 -2.10864 -1.47942
O -0.30371 -2.07715 -1.42060
H 0.12079 1.30936 0.76378
O -0.03892 2.26207 1.09460
O 0.28768 -0.15689 0.21349
*
```

E = -6224.567 eV
HOMO level = -3.98 eV
Gap between HOMO and LUMO = 8.73 eV
Energy above the lowest of the compared OMol25 structures with the same formula, charge and spin = 0.0629 eV



The following is a DFT calculation (ωB97M-V/def2-TZVPD) of a cluster of 3 separate species, H5O3 in total.

Structure (ORCA input):
```
! RIJCOSX wB97M-V def2-TZVPD def2/J DEFGRID3
* xyz -1 1
H -1.81794 0.51100 0.70746
H 1.69717 1.25549 0.14719
H 0.20296 -1.42546 -1.38226
O -1.79275 0.38929 -0.24758
H 0.95848 -0.00948 0.59174
H -1.03680 -0.31979 -0.29663
O 1.49258 0.75451 0.93716
O 0.29630 -1.15555 -0.45707
*
```

E = -6224.402 eV
HOMO level = -3.84 eV
Gap between HOMO and LUMO = 8.93 eV
Energy above the lowest of the compared OMol25 structures with the same formula, charge and spin = 0.2280 eV



The following is a DFT calculation (ωB97M-V/def2-TZVPD) of a cluster of 3 separate species, H5O3 in total in a non-equilibrium geometry.

Structure (ORCA input):
```
! RIJCOSX wB97M-V def2-TZVPD def2/J DEFGRID3
* xyz -1 1
H 1.50495 0.04006 -0.06114
H -1.85177 0.88749 -0.41377
H 0.89162 1.32842 -0.00973
H -0.92238 -0.16347 0.31752
H 0.14167 -2.12978 -0.40457
O -1.84282 0.29416 0.34985
O 0.30191 -1.22227 0.11118
O 1.77682 0.96539 0.11067
*
```

E = -6224.178 eV
HOMO level = -3.78 eV
Gap between HOMO and LUMO = 8.58 eV
Energy above the lowest of the compared OMol25 structures with the same formula, charge and spin = 0.4523 eV



The following is a DFT calculation (ωB97M-V/def2-TZVPD) of a cluster of 3 separate species, H5OS2 in total in a non-equilibrium geometry.

Structure (ORCA input):
```
! RIJCOSX wB97M-V def2-TZVPD def2/J DEFGRID3
* xyz 0 2
H -3.09174 -1.91680 0.03666
H 0.75817 2.75958 0.45724
O -2.34776 -1.34494 0.02900
H 1.31157 -0.99614 -1.33721
H -1.51155 -1.73681 0.29075
S 0.94695 -0.62870 -0.10020
H 1.97204 1.50293 -0.15957
S 1.96231 2.36089 0.78333
*
```

E = -23797.075 eV
HOMO level (alpha / beta) = -9.81 / -9.73 eV
Gap between HOMO and LUMO (alpha / beta) = 10.57 / 7.01 eV
Energy above the lowest of the compared OMol25 structures with the same formula, charge and spin = 0.0895 eV



The following is a DFT calculation (ωB97M-V/def2-TZVPD) of a cluster of 30 separate species, H60O30 in total in a non-equilibrium geometry.

Structure (ORCA input):
```
! RIJCOSX wB97M-V def2-TZVPD def2/J DEFGRID3
* xyz 0 1
O -3.57905 0.69452 -3.91714
H -3.60469 1.90825 2.62561
H -0.92939 -0.31240 -1.32702
H -4.01639 0.82231 -1.26801
H 0.41949 -0.01442 -3.24780
O 2.93340 2.01222 -2.07186
H 3.47242 -0.39030 1.63462
H 2.75733 -4.04715 1.76353
H 1.29542 0.22745 1.26264
O -0.88752 3.56111 -1.84590
H 0.59952 -3.66711 1.98870
O 2.23723 -4.84480 1.94593
H 1.87105 -0.58706 -3.22089
H 3.65277 2.69670 2.93390
H 1.18149 2.48890 0.72049
H 2.58614 2.77623 -2.53515
O -4.14290 2.92022 1.15507
H -0.08604 1.52458 2.82567
H 3.96408 -2.02609 2.84419
H -1.53465 3.87695 -2.49250
H -1.30065 4.48116 -0.11031
H -3.51404 0.73043 1.02609
H -4.35229 1.07502 -4.30639
H -0.03556 3.83679 -2.20555
O -1.03686 -0.82037 -0.47861
H -3.93034 -0.10367 -3.48523
H -0.09449 -2.14018 -4.49562
H -0.61571 4.34120 2.23418
O -1.02469 0.94290 -2.59030
O -3.41499 -0.18653 0.78147
H 3.22774 -1.00063 -1.29299
H -1.79894 1.17350 -3.20622
H 0.44766 -1.17399 4.44445
O -3.25552 1.26067 3.23534
O 1.08412 -0.56530 -3.73196
H -0.95503 -2.68906 -1.03638
H 3.68639 -4.91042 -0.88637
O 3.87722 -1.46583 3.57969
O -4.59736 -1.41582 -2.06265
O 0.42091 0.65775 1.22369
O 4.01654 2.63041 2.04109
O -4.78951 1.35666 -1.04421
H 3.77734 -4.38555 -2.34511
H 2.69368 -5.54557 1.46064
H -0.73678 1.82317 -2.30314
H -0.48408 -3.56443 0.14105
H 2.79637 2.17750 -1.15953
O -0.79256 -2.70200 -4.79257
H 3.39637 0.96865 0.97918
O 4.10882 -4.26050 -1.48016
H 3.78179 3.51762 1.65785
O 1.53057 4.19414 -2.91367
O -0.73703 -3.63631 -0.78921
H 0.99551 -2.25798 5.29718
H 1.92365 4.04576 -3.84906
O -0.67051 1.89626 3.51346
H -4.75688 -0.94594 -1.19493
O 1.29425 -1.48822 4.81792
H -3.97701 -0.68591 1.34124
O -1.50853 4.27843 0.79483
H -5.50588 1.22320 -1.66789
H 3.26581 0.17008 -2.20373
H 2.92326 -1.44022 3.83587
H -0.09790 0.11736 0.60739
H 0.34081 -4.27778 -2.30136
H -1.87660 -0.58552 -0.11542
O -0.46038 4.55813 3.21212
H -4.02831 0.87308 3.69065
H 1.09624 3.81050 -0.13976
H -1.55867 1.50376 3.40132
H 2.22198 4.70124 -2.51490
H -4.42229 2.47645 0.34634
O 3.44837 -0.76620 -2.22381
H 5.15911 -2.94802 1.24917
H -0.69110 -3.47185 -4.23765
O -0.36004 -3.52011 1.98170
H -4.79814 3.69677 1.23249
O 0.44475 -4.52662 -3.25096
O -1.27291 -1.25443 3.28886
H 4.65370 -3.17878 -0.08599
H -0.50029 3.71622 3.74724
H -1.13280 -1.84513 2.48141
H -1.77050 -0.50218 3.06476
H -4.31220 -2.32496 -1.88139
H -0.84396 -4.23616 2.45148
H -2.39802 3.96516 0.89124
H 0.35458 -5.50826 -3.23512
O 4.38601 -2.73828 0.71942
O 3.12530 0.01864 0.80355
O 1.74076 3.22994 0.26972
*
```

E = -62402.227 eV
HOMO level = -9.08 eV
Gap between HOMO and LUMO = 8.46 eV
Energy above the lowest of the compared OMol25 structures with the same formula, charge and spin = 3.0419 eV



> energy above the lowest of the compared OMol25 structures with the same formula, charge and spin of number 8 (H5O3)?

0.0629 eV